# 1
{
  "formula": "C36H62Cl3F3N6O4P2",
  "method": "ωB97M-V/def2-TZVPD",
  "elements": ["C", "C", "Cl", "C", "Cl", "C", "C", "C", "C", "C", "Cl", "C", "C", "C", "C", "C", "C", "F", "C", "O", "C", "C", "C", "C", "F", "C", "C", "C", "C", "F", "C", "O", "H", "H", "H", "H", "H", "H", "H", "H", "H", "H", "H", "H", "H", "H", "H", "H", "H", "H", "H", "H", "H", "H", "H", "H", "H", "H", "O", "P", "N", "C", "C", "N", "C", "C", "N", "C", "C", "H", "H", "H", "H", "H", "H", "H", "H", "H", "H", "H", "H", "H", "H", "H", "H", "H", "H", "O", "P", "N", "C", "C", "N", "C", "C", "N", "C", "C", "H", "H", "H", "H", "H", "H", "H", "H", "H", "H", "H", "H", "H", "H", "H", "H", "H", "H"],
  "xyz": [[5.4056, 5.2881, -0.7494], [4.0186, 4.7464, -1.0731], [2.7754, 5.0864, 0.1356], [3.6969, 4.0721, -2.1851], [4.9164, 3.7425, -3.3993], [2.2655, 3.6223, -2.3739], [1.8676, 2.2802, -2.1482], [2.9100, 1.2217, -1.7425], [3.6801, 1.5227, -0.4217], [5.2060, 1.6263, -0.5754], [5.9337, 0.3048, -1.5593], [0.5301, 1.8701, -2.2874], [-0.4166, 2.8380, -2.6746], [-0.0124, 4.1665, -2.9247], [1.3158, 4.5992, -2.7803], [1.7604, 6.0332, -3.0274], [2.0042, 6.2604, -4.5499], [0.8484, 6.9577, -2.5211], [-1.1276, 5.1091, -3.3553], [-0.9829, 5.9877, -4.1585], [-2.4789, 4.8231, -2.7147], [-3.2973, 6.0710, -2.3879], [-3.7916, 6.8548, -3.6609], [-3.2321, 8.2904, -3.7511], [-2.3016, 8.4438, -4.7752], [-2.8850, 3.5653, -2.4761], [-4.2801, 3.3394, -1.8764], [-4.6838, 1.9032, -1.5351], [-3.7775, 1.1612, -0.5298], [-4.9345, 1.1405, -2.6717], [-1.8974, 2.4683, -2.8403], [-2.1904, 1.3852, -3.2671], [5.2735, 6.0891, -0.0100], [5.8768, 5.6633, -1.6610], [5.9825, 4.5004, -0.2468], [3.5958, 1.1138, -2.5974], [2.3795, 0.2648, -1.6503], [3.4871, 0.6905, 0.2705], [3.2524, 2.4194, 0.0465], [5.5444, 2.5737, -0.9982], [5.6612, 1.5487, 0.4215], [0.1741, 0.8593, -2.0997], [2.7055, 6.2697, -2.5288], [2.3866, 5.3105, -4.9465], [1.0864, 6.5865, -5.0433], [2.8193, 6.9902, -4.6539], [-2.5854, 6.7515, -1.8865], [-4.0961, 5.8878, -1.6666], [-4.8808, 6.9668, -3.5496], [-3.5508, 6.3146, -4.5829], [-2.7346, 8.6137, -2.8244], [-4.0299, 9.0208, -3.9594], [-4.3125, 3.9118, -0.9347], [-5.0595, 3.7884, -2.5115], [-5.6643, 1.9807, -1.0346], [-4.2488, 1.2760, 0.4604], [-3.7807, 0.0801, -0.7194], [-2.7669, 1.5770, -0.4366], [-4.0684, -2.3214, 0.7753], [-3.8398, -3.7097, 1.3475], [-3.8327, -4.5596, -0.1467], [-4.3509, -5.8839, -0.4021], [-2.6075, -4.3529, -0.9126], [-5.3854, -3.7986, 2.1744], [-6.5652, -4.3172, 1.4961], [-5.7557, -2.5388, 2.8265], [-3.2390, -5.1231, 2.2615], [-4.0842, -6.0217, 3.0250], [-2.0941, -4.7363, 3.1137], [-3.7098, -6.6818, 0.0028], [-4.4305, -6.0437, -1.4800], [-5.3593, -6.0224, -0.0224], [-1.7720, -4.9416, -0.5028], [-2.3185, -3.2998, -0.9015], [-2.7479, -4.6299, -1.9583], [-6.7054, -3.8826, 0.4983], [-7.4626, -4.1147, 2.0844], [-6.5397, -5.4049, 1.4157], [-6.1883, -1.8204, 2.1218], [-4.8880, -2.0691, 3.2923], [-6.4868, -2.7279, 3.6165], [-4.6098, -5.5312, 3.8487], [-3.4583, -6.8104, 3.4530], [-4.8047, -6.5344, 2.3908], [-2.4153, -4.1193, 3.9625], [-1.3671, -4.1576, 2.5333], [-1.5702, -5.6148, 3.4954], [4.1940, -1.3305, 2.0926], [4.3399, -2.7283, 2.6726], [4.2308, -3.5951, 1.1936], [3.6107, -4.8800, 0.9664], [5.4421, -3.4805, 0.3883], [2.8277, -2.6954, 3.5623], [1.5923, -3.1490, 2.9439], [2.5719, -1.4005, 4.2012], [4.8859, -4.1541, 3.5995], [4.0202, -4.9784, 4.4213], [6.0892, -3.8046, 4.3873], [4.2052, -5.7194, 1.3575], [3.4848, -5.0404, -0.1070], [2.6072, -4.9428, 1.3796], [6.2464, -4.1243, 0.7760], [5.8039, -2.4500, 0.3842], [5.2521, -3.7499, -0.6516], [1.4377, -2.7305, 1.9402], [0.7347, -2.8749, 3.5628], [1.5454, -4.2386, 2.8932], [2.1600, -0.6674, 3.4992], [3.4883, -0.9831, 4.6207], [1.8635, -1.5235, 5.0244], [3.5593, -4.4349, 5.2506], [4.6144, -5.7922, 4.8470], [3.2447, -5.4628, 3.8309], [5.8455, -3.1418, 5.2267], [6.8186, -3.2902, 3.7520], [6.5806, -4.6978, 4.7764]],
  "forces_ev_per_angstrom": [[-1.14, 0.00, 0.54], [0.77, 0.15, -0.26], [0.59, -0.18, -0.47], [-0.98, -0.02, 1.03], [-0.56, 0.05, 0.30], [-0.41, 0.00, -0.82], [0.51, -0.50, 0.28], [-0.40, 0.52, -0.30], [-0.12, -0.80, -0.41], [-0.07, 0.34, 0.82], [-0.19, 0.19, 0.17], [-0.38, 1.52, -0.44], [0.38, 0.24, 0.17], [-0.55, 0.23, -0.01], [0.10, -0.80, 0.52], [0.21, 0.11, -1.11], [0.47, 0.01, 0.88], [0.02, -0.16, 0.05], [-0.02, -1.21, 0.69], [-0.14, 0.26, -0.18], [-0.19, 0.47, 0.17], [1.12, 0.36, -0.69], [-0.19, 0.29, 0.83], [-0.11, 0.27, -0.07], [-0.13, -0.13, 0.05], [0.05, 0.17, -0.04], [0.42, -0.50, -0.15], [-0.47, -0.03, 0.88], [-0.51, 0.24, 0.27], [0.26, 0.22, -0.05], [0.58, 0.70, 0.10], [-0.25, -0.30, 0.15], [0.23, -0.07, -0.36], [0.14, -0.19, 0.28], [0.14, 0.22, -0.35], [-0.03, -0.03, 0.36], [0.21, 0.23, -0.04], [0.07, 0.21, -0.13], [0.44, -0.15, -0.05], [-0.15, -0.36, -0.22], [-0.09, -0.09, -0.31], [0.36, 0.10, -0.04], [-0.34, -0.39, 0.12], [-0.26, 0.26, -0.20], [0.26, -0.19, 0.04], [-0.42, 0.00, -0.17], [-0.24, -0.27, 0.01], [0.06, -0.14, -0.33], [0.24, -0.23, -0.36], [-0.18, 0.19, 0.21], [-0.11, -0.25, -0.16], [0.14, -0.29, 0.00], [-0.01, -0.30, -0.16], [0.30, -0.22, 0.01], [0.16, 0.03, -0.29], [0.26, -0.01, -0.24], [0.23, 0.35, -0.13], [-0.11, -0.30, -0.29], [3.60, 0.38, 1.63], [-6.44, -2.48, -2.40], [-0.06, 0.32, -0.67], [0.10, -0.47, 0.51], [0.19, 0.46, 0.21], [-0.51, -0.19, 0.35], [0.08, -0.35, -0.21], [0.30, 0.14, -0.04], [3.01, 1.70, 0.91], [-0.76, 0.10, 0.14], [0.21, 0.06, -0.29], [-0.01, -0.03, 0.01], [0.16, 0.18, -0.02], [0.07, 0.07, 0.16], [0.02, -0.09, -0.13], [-0.07, -0.02, 0.06], [-0.11, -0.09, 0.05], [-0.06, -0.03, -0.02], [0.13, 0.22, 0.08], [0.10, 0.00, -0.12], [0.07, 0.07, 0.02], [-0.03, 0.02, -0.04], [0.01, -0.17, -0.05], [-0.05, -0.02, -0.05], [0.27, 0.16, -0.17], [-0.13, 0.21, -0.06], [0.11, -0.09, 0.11], [-0.06, 0.02, 0.00], [-0.10, -0.03, -0.02], [3.61, 0.03, 1.49], [-6.59, -1.98, -2.04], [-0.10, 0.34, -0.64], [0.05, -0.48, 0.55], [0.30, 0.48, 0.17], [-0.52, -0.12, 0.32], [0.02, -0.38, -0.17], [0.28, 0.11, -0.05], [3.12, 1.61, 0.64], [-0.71, 0.17, 0.18], [0.20, -0.02, -0.29], [-0.01, -0.03, 0.01], [0.17, 0.17, -0.03], [0.09, 0.07, 0.15], [0.00, -0.10, -0.12], [-0.06, -0.01, 0.04], [-0.13, -0.08, 0.06], [-0.07, -0.03, -0.01], [0.13, 0.22, 0.07], [0.09, -0.01, -0.15], [0.07, 0.06, 0.02], [-0.03, 0.02, -0.04], [-0.01, -0.17, -0.04], [-0.06, -0.02, -0.05], [0.27, 0.14, -0.18], [-0.11, 0.22, -0.07], [0.09, -0.09, 0.10], [-0.06, 0.02, 0.02], [-0.10, -0.03, -0.02]],
  "energy_ev": -119760.7452,
  "e_lumo_ev": -0.5,
  "smiles": "C/C(Cl)=C(\\Cl)c1c(CCCCl)cc2c(c1[C@@H](C)F)C(=O)C(CCCF)=C(C[C@H](C)F)C2=O.CN(C)P(=O)(N(C)C)N(C)C.CN(C)P(=O)(N(C)C)N(C)C",
  "homo_energy_ev": -8.37
}

# 2
{
  "formula": "C36H63N9",
  "method": "ωB97M-V/def2-TZVPD",
  "elements": ["C", "C", "C", "C", "N", "H", "H", "H", "H", "H", "H", "H", "C", "C", "C", "C", "N", "H", "H", "H", "H", "H", "H", "H", "C", "C", "C", "C", "N", "H", "H", "H", "H", "H", "H", "H", "C", "C", "C", "C", "N", "H", "H", "H", "H", "H", "H", "H", "C", "C", "C", "C", "N", "H", "H", "H", "H", "H", "H", "H", "C", "C", "C", "C", "N", "H", "H", "H", "H", "H", "H", "H", "C", "C", "C", "C", "N", "H", "H", "H", "H", "H", "H", "H", "C", "C", "C", "C", "N", "H", "H", "H", "H", "H", "H", "H", "C", "C", "C", "C", "N", "H", "H", "H", "H", "H", "H", "H"],
  "xyz": [[2.6325, 1.2427, 3.9028], [3.0636, -0.2382, 4.1983], [4.5578, -0.3817, 4.6446], [4.8876, 0.4472, 5.7843], [5.1268, 1.0963, 6.6822], [1.5840, 1.2838, 3.6077], [3.2555, 1.7064, 3.1380], [2.6835, 1.9130, 4.7608], [2.8960, -0.7884, 3.2724], [2.4765, -0.6689, 5.0094], [5.2317, -0.0726, 3.8456], [4.7911, -1.3862, 4.9978], [1.1156, 7.2325, -5.7938], [0.0396, 6.1438, -5.6675], [0.4601, 4.8328, -5.0388], [1.5738, 4.2381, -5.7563], [2.4498, 3.7432, -6.3956], [1.6634, 7.4525, -4.8775], [0.6592, 8.1581, -6.1445], [1.8107, 6.9895, -6.5975], [-0.4079, 5.9678, -6.6457], [-0.8149, 6.5872, -5.1565], [-0.3225, 4.0758, -4.9867], [0.7798, 4.9478, -4.0031], [-7.5215, 0.2772, -2.6495], [-7.0274, 0.8121, -3.9568], [-5.6023, 0.2647, -4.3399], [-4.6094, 0.6067, -3.2837], [-3.8502, 0.8248, -2.4317], [-7.1783, 0.9192, -1.8383], [-7.1368, -0.7287, -2.4813], [-8.6055, 0.1728, -2.6026], [-6.8432, 1.8855, -4.0013], [-7.7306, 0.5950, -4.7609], [-5.2475, 0.8962, -5.1543], [-5.5811, -0.7995, -4.5749], [-4.8759, -0.1797, 2.4084], [-5.3791, 1.1775, 2.9071], [-6.2124, 1.8369, 1.7996], [-7.4253, 1.0508, 1.5111], [-8.3976, 0.4372, 1.2771], [-4.2082, 0.0296, 1.5727], [-5.6978, -0.8250, 2.0980], [-4.3643, -0.6891, 3.2251], [-4.5183, 1.8019, 3.1464], [-5.9002, 1.0871, 3.8602], [-5.6708, 1.8536, 0.8538], [-6.5284, 2.8464, 2.0624], [-0.5614, -4.7016, -1.2466], [0.5073, -4.9414, -2.3331], [0.0428, -4.3109, -3.6699], [-0.0004, -2.8115, -3.6323], [-0.0142, -1.6526, -3.5868], [-0.3198, -5.2394, -0.3298], [-1.6064, -4.9510, -1.4309], [-0.5529, -3.6432, -0.9864], [0.6137, -6.0179, -2.4676], [1.5005, -4.5479, -2.1168], [-0.9588, -4.6716, -3.9042], [0.6380, -4.6443, -4.5200], [2.7322, -2.4084, -0.1468], [3.8764, -3.2325, -0.6848], [4.7027, -3.8803, 0.4775], [5.1651, -2.9616, 1.5011], [5.5125, -2.2772, 2.3850], [2.1319, -1.9421, -0.9280], [3.0137, -1.6866, 0.6200], [2.0830, -3.0818, 0.4127], [4.5690, -2.6288, -1.2712], [3.4944, -4.0170, -1.3381], [5.5418, -4.4100, 0.0265], [4.2141, -4.6980, 1.0073], [3.5717, 1.9685, 0.2157], [4.4983, 0.9049, 0.8617], [5.9054, 1.4371, 1.1628], [6.0383, 2.4885, 2.2290], [6.1728, 3.3222, 3.0257], [3.2727, 2.8242, 0.8210], [2.6328, 1.4916, -0.0656], [3.9528, 2.3353, -0.7374], [4.6129, 0.0851, 0.1524], [4.1708, 0.3497, 1.7406], [6.3206, 1.8380, 0.2382], [6.5140, 0.5736, 1.4312], [-0.7984, -2.7192, 2.5439], [-0.7429, -3.3231, 3.9716], [-0.0868, -2.5340, 5.0701], [-0.6799, -1.1760, 5.2304], [-1.1234, -0.1097, 5.3402], [-1.2194, -3.4251, 1.8280], [0.2364, -2.5751, 2.2332], [-1.3449, -1.7778, 2.4889], [-0.1971, -4.2596, 3.8575], [-1.7382, -3.6245, 4.2983], [0.9785, -2.4401, 4.8592], [-0.0087, -3.0707, 6.0156], [0.1619, 0.9574, 1.2101], [-0.8612, 0.4618, 0.1790], [-0.4978, 0.4999, -1.2598], [0.0486, 1.7557, -1.8289], [0.4667, 2.7260, -2.2237], [0.4295, 2.0080, 1.0966], [1.0791, 0.3686, 1.2227], [-0.3165, 0.9314, 2.1891], [-1.8024, 1.0098, 0.2229], [-1.0923, -0.5677, 0.4526], [-1.2807, 0.1534, -1.9344], [0.3201, -0.2063, -1.4023]],
  "forces_ev_per_angstrom": [[0.06, -0.51, 0.59], [0.56, 1.30, 0.26], [-0.58, 0.25, -0.29], [-0.64, -0.39, -1.03], [0.44, 1.05, 1.57], [0.07, -0.17, -0.26], [-0.08, -0.16, -0.09], [0.27, -0.28, 0.28], [0.12, -0.38, 0.13], [-0.32, 0.08, -0.17], [0.04, -0.37, -0.08], [-0.02, -0.22, -0.63], [-0.12, -0.16, -0.64], [-0.69, 1.00, -0.30], [0.26, -0.13, 0.55], [3.78, -2.31, -2.93], [-3.48, 2.05, 2.62], [-0.06, -0.20, 0.04], [-0.19, 0.07, 0.22], [0.31, -0.23, 0.24], [0.35, -0.22, -0.29], [0.05, -0.25, 0.63], [-0.22, 0.15, -0.17], [0.02, 0.17, 0.10], [-0.16, -0.08, 0.65], [1.24, -0.15, -1.08], [-0.12, 1.26, 0.57], [0.45, -0.55, 1.16], [-1.03, -0.16, -1.21], [-0.14, -0.22, 0.19], [0.12, -0.04, 0.09], [0.02, 0.32, 0.02], [-0.60, 0.18, 0.45], [0.21, -0.15, -0.16], [-0.09, -0.54, -0.59], [0.13, 0.13, 0.02], [-0.09, 0.37, 0.59], [0.32, -0.26, -0.20], [-0.53, -0.28, 0.30], [-2.44, -1.29, -0.45], [2.45, 1.47, 0.56], [0.12, -0.45, -0.04], [0.00, 0.06, -0.16], [0.28, -0.05, -0.20], [0.05, 0.16, -0.22], [-0.44, -0.02, -0.22], [0.30, 0.23, 0.07], [0.07, 0.04, -0.09], [0.89, 0.59, 0.79], [-1.24, -0.08, -0.57], [-0.16, 0.33, 0.04], [0.14, 0.24, 0.03], [0.01, -1.49, -0.06], [0.22, -0.03, 0.05], [0.20, -0.22, -0.79], [-0.08, 0.15, 0.09], [0.08, -0.01, -0.27], [-0.20, 0.07, 0.50], [-0.16, 0.15, 0.10], [0.30, 0.26, 0.08], [-0.64, -0.35, 0.47], [0.58, 0.08, 0.90], [-0.07, -0.62, -1.03], [0.90, 1.63, 2.06], [-0.77, -1.44, -2.16], [0.11, 0.13, 0.02], [0.33, 0.32, -0.34], [-0.37, -0.17, -0.10], [-0.02, 0.05, -0.06], [0.16, -0.09, 0.08], [0.39, 0.30, 0.07], [-0.64, 0.15, -0.04], [-0.58, -0.91, 0.18], [0.18, 0.65, -0.29], [0.15, 0.14, 0.22], [-0.12, 0.27, 0.15], [-0.25, -1.18, -1.05], [0.41, -0.06, 0.28], [-0.10, -0.08, 0.05], [0.43, 0.03, 0.15], [0.25, 0.12, -0.35], [-0.65, 0.57, 0.16], [0.13, 0.19, 0.08], [0.24, 0.15, 0.23], [0.51, -0.06, 0.82], [-0.84, -0.99, -0.95], [0.71, 0.95, 0.01], [-0.02, 0.57, 0.33], [0.49, -1.38, -0.24], [-0.21, -0.04, 0.19], [0.06, 0.38, -0.19], [0.06, 0.00, 0.05], [0.11, -0.12, 0.22], [-0.17, 0.11, -0.06], [0.10, 0.55, -0.39], [-0.80, 0.05, 0.14], [-0.63, 0.45, -0.11], [-0.65, 0.59, 0.95], [1.70, -0.39, -1.60], [-1.56, -2.48, 1.72], [1.06, 2.36, -1.08], [0.11, 0.02, -0.38], [-0.04, -0.11, 0.01], [0.14, -0.33, 0.16], [-0.07, 0.15, 0.65], [-0.14, -0.13, -0.25], [-0.16, 0.10, 0.23], [0.13, -0.19, -0.26]],
  "energy_ev": -51761.8163,
  "e_lumo_ev": -0.1,
  "smiles": "CCCC#N.CCCC#N.CCCC#N.CCCC#N.CCCC#N.CCCC#N.CCCC#N.CCCC#N.CCCC#N",
  "de_lowest_kj_mol": 212.57,
  "homo_energy_ev": -10.82
}